Below is a 2-piece molecular cluster, C12H24ClFINO3S2 overall at a distorted geometry, with properties calculated with wB97M-V/def2-TZVPD.

The geometry in XYZ format:
```
45
Properties=species:S:1:pos:R:3:forces:R:3:lowdin_spin:R:1
O 5.4551 0.3863 1.8791 -0.2 -0.1 0.6 0.000
S 6.1694 1.5140 2.3268 0.5 -0.2 -1.4 0.000
O 7.0652 2.2090 1.4898 0.1 0.1 0.6 0.000
F 6.7948 1.2705 3.6961 0.0 -0.2 0.2 0.000
S 4.7430 3.0528 2.8397 -0.6 0.7 0.2 0.000
Cl 5.3764 3.7518 4.5867 0.0 -0.1 -0.2 0.000
C 3.1664 2.2439 3.2188 0.2 -0.4 -0.5 0.000
C 2.6109 1.5930 1.9241 -0.4 -0.2 0.7 0.000
C 2.4433 0.0901 2.1210 0.2 0.2 0.3 0.000
I 0.8797 -0.2855 3.5310 0.0 0.0 -0.1 0.000
H 3.3102 1.5305 4.0249 0.0 0.0 0.2 0.000
H 2.5356 3.0663 3.5436 0.1 0.2 0.2 0.000
H 3.2171 1.8171 1.0471 0.0 0.0 -0.2 0.000
H 1.6199 2.0173 1.8002 0.0 0.2 -0.5 0.000
H 3.3266 -0.3279 2.5826 0.1 -0.3 -0.1 0.000
H 2.2256 -0.4242 1.1958 -0.2 0.0 -0.1 0.000
C -3.9405 -0.6169 -0.3751 0.0 -0.2 0.0 0.003
C -2.6554 0.1627 -0.7527 -1.4 -0.1 0.6 0.027
C -2.7570 0.6911 -2.1858 0.3 -0.1 -0.4 0.016
C -2.6011 -0.3903 -3.2520 0.0 0.0 0.1 0.001
C -1.3211 -1.1908 -3.0253 -0.1 0.5 -0.2 0.016
C -1.2201 -1.7677 -1.6141 -0.4 -1.4 0.0 0.028
N -1.4494 -0.7068 -0.5836 0.9 1.3 -1.4 0.381
O -0.3876 0.0174 -0.4437 0.1 -0.2 0.7 0.518
C -2.2302 -2.9177 -1.4501 -0.2 0.1 0.0 0.002
C 0.1530 -2.3972 -1.4114 0.3 0.3 0.1 -0.001
C -2.5801 1.3483 0.2032 0.4 0.1 0.1 -0.001
H -4.6291 0.0181 0.1797 0.0 0.1 -0.1 0.000
H -4.4839 -0.9831 -1.2454 0.1 -0.1 0.0 0.000
H -3.7174 -1.4668 0.2684 0.0 0.0 0.0 0.002
H -1.9833 1.4498 -2.3428 0.0 0.0 0.1 0.002
H -3.7175 1.1959 -2.3051 0.0 0.0 0.1 0.002
H -3.4708 -1.0520 -3.2592 0.0 0.0 0.0 0.000
H -2.5689 0.0765 -4.2375 0.0 0.0 0.0 0.001
H -1.2588 -2.0063 -3.7480 0.0 -0.1 0.1 0.001
H -0.4596 -0.5424 -3.2154 0.0 0.0 0.1 0.002
H -2.2433 -3.2796 -0.4213 0.0 0.0 0.0 0.001
H -1.9426 -3.7502 -2.0910 0.1 0.0 0.0 0.000
H -3.2459 -2.6503 -1.7294 0.0 0.0 0.0 0.000
H 0.9606 -1.6956 -1.6146 -0.1 0.0 0.1 -0.001
H 0.2686 -3.2373 -2.0942 -0.1 0.0 0.0 0.000
H 0.2668 -2.7697 -0.3917 0.0 0.0 0.0 0.000
H -2.4669 1.0140 1.2364 0.0 0.0 0.0 0.000
H -3.5018 1.9232 0.1297 -0.1 -0.1 0.0 0.000
H -1.7559 2.0185 -0.0356 0.1 -0.1 0.0 -0.001
```
Positions in Å, forces in eV/Å.

Results
* E_tot: -65466.1959 eV
* total charge: +1
* strongest force on any atom: 2.1 eV Å⁻¹
* 2S+1: 2
* ⟨S²⟩: 0.7541
* M: 475.82 g mol⁻¹